{"formula": "C4H10O", "method": "ωB97M-V/def2-TZVPD", "homo_ev": -9.15, "orbital_gap_ev": 9.87, "de_lowest_kj_mol": 96.96, "total_charge": 0, "e_tot_ev": -6356.7980, "smiles": "C=C(C)C.O", "symbols": ["C", "C", "C", "C", "H", "H", "H", "H", "H", "H", "H", "H", "O", "H", "H"], "coordinates": [[1.74659, 0.62801, 1.72972], [0.95144, 0.97414, 0.67453], [0.00000, 0.00000, 0.00000], [0.91619, 2.48220, 0.31682], [2.35600, 1.42344, 2.17371], [1.84558, -0.38151, 2.14480], [-0.94759, 0.53984, -0.16512], [-0.21805, -0.93602, 0.54123], [0.43567, -0.25412, -0.98093], [-0.03547, 2.83594, 0.74786], [0.90929, 2.68723, -0.76694], [1.74302, 3.04905, 0.77686], [-4.31016, -1.25324, -2.07571], [-4.34442, -0.89288, -2.99071], [-4.00667, -0.49792, -1.52287]], "lowdin_charge": [0.0131, -0.4015, -0.0827, -0.0834, 0.0500, 0.0560, 0.0699, 0.0791, 0.0800, 0.0776, 0.0728, 0.0702, -0.0899, 0.0469, 0.0418]}


{"formula": "C4H9N2", "method": "ωB97M-V/def2-TZVPD", "homo_ev": -13.65, "orbital_gap_ev": 10.11, "de_lowest_kj_mol": 352.26, "total_charge": 1, "e_tot_ev": -7264.4908, "smiles": "C=N/C=C/[NH2+]C", "symbols": ["C", "N", "C", "C", "N", "C", "H", "H", "H", "H", "H", "H", "H", "H", "H"], "coordinates": [[-3.31516, -0.08827, 0.24753], [-2.33008, 0.57471, -0.18248], [-1.16493, 0.02623, -0.57256], [-0.21086, -0.41891, 0.21012], [1.22453, -0.59990, -0.27766], [1.88070, 0.70577, 0.15702], [-3.18042, -1.17161, 0.69826], [-4.26100, 0.40890, 0.19769], [-1.08926, -0.12240, -1.60251], [-0.28273, -0.19488, 1.32122], [1.46008, -1.47440, 0.21056], [1.10966, -0.59681, -1.30848], [2.15694, 0.47132, 1.21421], [2.80346, 0.68261, -0.26010], [1.32511, 1.52077, -0.14798]], "lowdin_charge": [0.0351, 0.0124, -0.1961, -0.0855, 0.0378, 0.0369, 0.1391, 0.0793, 0.1216, 0.1592, 0.1866, 0.1831, 0.1365, 0.0625, 0.0915]}